The following is a quantum chemistry calculation of the molecule C3H8O2, from the Open Molecules 2025 dataset.

Computed properties:
Energy   -269.48180 Eh
Gap between HOMO and LUMO   11.12 eV
ΔE to the lowest compared entry with this formula, charge and spin   296.9 kJ/mol
Lowest unoccupied orbital energy   1.05 eV
Largest force on an atom   1.091 eV/Å

Geometry as ORCA input:
```
! RIJCOSX wB97M-V def2-TZVPD def2/J DEFGRID3
* xyz 0 1
O -0.52 -1.33 0.14
O -1.25 -1.71 -1.06
C 0.70 0.46 -0.94
C 0.03 0.56 1.48
C -0.37 0.09 0.09
H 0.25 1.63 1.50
H 0.38 0.18 -1.95
H 1.63 -0.07 -0.74
H 0.90 1.54 -0.93
H -1.33 0.55 -0.18
H 0.91 0.01 1.84
H -0.55 -2.27 -1.44
H -0.78 0.36 2.19
*
```